{"formula": "C4H6N2OS", "method": "wB97M-V/def2-TZVPD", "mol_weight_g_mol": 130.2, "multiplicity": 1, "lumo_ha": 0.027, "homo_ev": -8.0, "smiles": "Cc1c[nH]o/c1=N\\S", "total_energy_ev": -20105.645, "e_above_lowest_kj_mol": 356.65, "total_charge": 0, "orbital_gap_ev": 8.7454, "elements": ["C", "C", "C", "C", "H", "H", "H", "H", "H", "H", "N", "N", "O", "S"], "positions_angstrom": [[0.912, 1.838, -0.062], [0.633, 0.342, -0.057], [1.416, -0.745, 0.012], [-0.736, -0.149, -0.049], [0.538, 2.267, 0.892], [0.297, 2.289, -0.847], [2.013, 2.052, -0.262], [2.496, -0.757, -0.002], [0.725, -2.595, 0.622], [-3.165, -1.481, 0.011], [0.683, -1.961, -0.151], [-1.780, 0.530, 0.046], [-0.671, -1.521, -0.096], [-3.362, -0.111, -0.058]], "forces_ev_per_a": [[0.74, -0.64, 0.04], [0.40, 0.35, 0.42], [-0.06, 0.32, -0.58], [1.00, -0.87, 0.17], [0.54, -0.15, -0.53], [0.20, 0.00, 0.02], [-1.51, -0.17, 0.47], [-0.02, -0.25, 0.11], [0.40, -0.41, 0.58], [0.02, 0.90, -0.05], [-0.09, 1.68, -0.26], [-1.37, 0.29, -0.39], [-0.91, -0.35, -0.23], [0.64, -0.69, 0.21]]}